97
Properties=species:S:1:pos:R:3:forces:R:3:lowdin_spin:R:1 method="wB97M-V/def2-TZVPD" charge=+2 multiplicity=2 de_lowest_kj_mol=0.0 s_squared=0.782
C 2.713 3.776 3.113 0.0 0.1 0.0 0.000
H -2.006 -0.990 -6.096 0.0 0.0 0.0 0.000
H -2.835 -4.703 -1.168 0.0 0.1 0.1 0.000
H 3.076 -1.043 -1.122 0.0 0.0 0.0 0.000
H -4.040 1.092 -1.692 0.0 0.0 0.0 0.016
C 3.820 -4.330 -0.818 0.0 0.0 0.0 0.000
O -0.685 2.252 -1.929 0.0 0.0 0.1 0.041
H 2.244 -1.578 3.846 0.0 0.0 0.0 0.000
H -2.012 -5.426 -3.408 0.0 0.0 0.0 0.000
O -3.270 -1.536 0.020 0.0 -0.1 0.0 0.001
P -0.154 2.112 0.869 0.0 0.2 0.3 0.003
C -0.912 1.269 3.248 -0.1 0.0 -0.1 0.000
C 2.474 5.283 1.259 -0.1 0.0 -0.1 0.000
H -0.291 -2.931 1.191 0.1 0.1 0.0 0.000
C 3.233 0.344 1.638 0.0 0.0 0.0 0.000
H 2.493 -3.683 2.221 0.0 0.0 0.0 0.000
H 3.818 5.602 2.894 0.0 0.0 0.0 0.000
C 3.455 1.195 0.555 0.0 0.0 0.0 0.000
Ir -0.106 -0.170 0.689 -0.2 0.0 0.0 0.002
H 4.077 -2.893 -2.395 0.0 0.0 0.0 0.000
H -0.890 -3.116 -3.748 0.0 0.1 0.0 0.000
H 3.171 3.514 4.057 0.0 0.0 0.0 0.000
H 4.713 2.710 -0.285 0.0 0.0 0.0 0.000
H -3.858 -3.925 -5.547 0.0 0.0 0.0 0.000
H -0.661 -4.816 -0.502 0.0 0.0 0.0 0.000
H 6.253 2.743 1.650 0.0 0.0 0.0 0.000
C -1.358 2.326 2.286 0.0 -0.1 -0.1 0.000
C 0.293 0.231 4.833 -0.1 0.0 0.0 0.000
H 3.478 -5.524 0.929 0.0 0.0 0.0 0.000
N -0.354 0.145 2.688 0.1 0.0 0.0 0.000
C 1.154 3.268 1.343 0.0 0.0 -0.1 0.000
H -5.241 3.283 -1.810 0.0 0.0 0.0 0.016
H 3.953 -0.296 3.570 0.0 0.0 0.0 0.000
H 2.742 6.202 0.755 0.0 0.0 0.0 0.000
H -1.593 -2.321 0.422 0.1 0.0 0.0 0.000
C -0.752 -4.099 -1.322 0.0 0.1 -0.1 0.000
C -2.437 -4.437 -3.230 0.0 -0.1 0.0 0.000
H -1.698 5.316 -2.709 0.0 0.0 -0.1 0.019
C -4.733 1.711 0.238 0.0 0.1 0.0 0.012
N -1.780 -3.477 -4.112 0.1 0.0 0.1 0.000
C -3.331 -0.361 0.260 0.3 0.4 0.2 0.001
H 0.963 -2.470 3.042 0.0 0.0 0.0 0.000
H -0.094 4.171 -1.470 0.0 0.0 0.0 0.002
C -4.168 3.184 -1.692 0.0 0.0 -0.1 0.346
C 2.817 -3.503 1.205 0.0 0.0 0.0 0.000
C 3.719 -3.064 -1.388 0.0 0.0 0.0 0.000
C -2.360 -2.662 -4.974 0.0 -0.1 -0.1 0.000
C 5.184 1.231 2.726 0.0 0.0 0.0 0.000
H 4.256 -5.143 -1.383 0.0 0.0 0.0 0.000
C -2.051 4.402 -2.252 0.1 -0.2 -0.1 0.381
C 0.428 -0.448 3.640 0.0 0.0 0.0 0.000
H 1.499 2.026 3.084 0.0 0.0 0.0 0.000
O 0.092 -1.869 -3.054 0.0 -0.1 -0.1 0.000
C 1.510 4.453 0.702 0.0 -0.1 0.1 0.000
H -5.765 1.825 -0.087 0.0 0.0 0.0 0.000
H -4.534 2.504 0.959 0.0 0.0 0.0 0.001
H -3.958 -2.339 -6.199 0.0 0.0 0.0 0.000
N -0.571 -2.296 0.448 -0.1 -0.1 -0.1 0.000
C -1.002 3.601 -1.613 -0.3 0.3 0.6 0.053
C -0.572 1.323 4.583 0.0 0.0 0.0 0.000
H 0.766 -0.020 5.769 0.0 0.0 0.0 0.000
H -0.869 2.087 5.283 0.0 0.0 0.0 0.000
H 5.857 1.246 3.573 0.0 0.0 0.0 0.000
H -4.338 0.389 1.932 0.0 0.0 0.0 0.000
C 0.041 -1.646 -1.842 0.0 -0.2 0.0 0.000
H -2.638 -3.027 -1.627 0.0 0.0 0.0 0.000
H -1.260 3.324 2.710 0.0 0.0 0.0 0.000
N -1.768 -1.499 -5.262 -0.1 -0.1 0.0 0.000
C 3.378 -4.547 0.477 0.0 0.0 0.0 0.000
N -3.527 -2.977 -5.553 0.0 0.1 0.0 0.000
H 1.035 4.764 -0.211 0.0 0.0 -0.1 0.000
C -1.197 2.524 -0.600 0.0 -0.3 -0.6 0.021
O 0.158 -0.480 -1.345 0.0 0.2 0.0 0.001
C -3.415 4.182 -2.256 -0.1 0.1 0.1 0.030
H -0.968 -1.209 -4.712 0.1 0.0 0.0 0.000
C 4.103 0.362 2.723 0.0 0.0 0.0 0.000
N -2.187 0.496 0.052 -0.2 -0.6 0.2 0.005
C -4.524 0.327 0.855 0.0 -0.1 0.0 0.002
H -0.129 -4.511 -2.121 0.0 0.0 0.0 0.000
H -5.381 -0.328 0.713 0.0 0.0 0.0 0.000
C -3.809 1.913 -0.996 -0.1 0.1 0.2 0.053
C 3.163 -2.022 -0.668 0.0 0.0 0.0 0.000
C 3.074 4.947 2.461 0.0 0.0 0.0 0.000
H -3.998 4.949 -2.755 0.0 0.0 0.0 -0.007
H 2.769 1.195 -0.286 0.0 0.0 0.0 0.000
C 4.543 2.052 0.557 0.0 0.0 0.0 0.000
C -2.229 -4.025 -1.772 0.1 -0.1 0.0 0.000
C -0.059 -2.818 -0.856 -0.1 0.2 0.2 0.000
H -2.383 2.211 1.928 0.0 0.0 0.0 0.000
H 0.983 -3.083 -0.686 0.0 0.0 0.0 0.000
C 1.401 -1.475 3.163 0.0 0.0 0.0 0.000
H -3.502 -4.491 -3.453 0.0 0.1 0.0 0.000
C 5.405 2.071 1.645 0.0 0.0 0.0 0.000
C -2.421 1.639 -0.488 0.3 0.4 -0.4 0.001
P 1.908 -0.864 1.503 0.1 0.0 0.1 0.000
C 2.698 -2.239 0.632 0.0 0.0 0.0 0.000
C 1.766 2.936 2.558 -0.1 -0.1 0.0 0.000

***

94
Properties=species:S:1:pos:R:3:forces:R:3:lowdin_spin:R:1 method="wB97M-V/def2-TZVPD" multiplicity=4 de_lowest_kj_mol=0.4 s_squared=3.766
N -2.659 -3.556 0.365 0.0 0.0 0.0 0.001
O 0.379 0.120 1.599 0.0 0.0 0.1 0.064
Co -0.895 -1.048 0.728 0.0 0.0 -0.1 2.639
C -3.082 -0.343 -1.205 0.0 0.0 0.0 0.008
C -3.493 1.688 -2.392 0.0 0.0 0.0 0.003
H 1.859 -2.529 1.380 0.0 0.0 0.0 0.001
Br -2.338 0.533 2.936 0.0 0.0 0.0 0.017
C 3.223 -2.288 -1.702 0.0 0.0 0.0 0.002
H 0.304 0.851 -6.148 0.0 0.0 0.0 0.000
H -5.321 -1.965 -1.638 0.0 0.0 0.0 0.000
C 0.249 -4.961 -0.913 0.0 0.0 0.0 0.005
H 3.450 1.183 3.198 0.0 0.0 0.0 0.000
C 0.312 0.292 -5.221 0.0 0.0 0.0 0.001
C -1.452 -6.377 -1.872 0.0 0.0 0.0 0.005
H 0.411 -1.622 -6.185 0.0 0.0 0.0 0.000
C 2.629 1.900 1.318 0.0 0.0 0.0 0.001
C -0.334 -6.215 -1.063 0.0 0.0 0.0 0.000
C 1.041 3.617 2.327 0.0 0.0 0.0 0.000
C 0.813 6.390 3.077 0.0 0.0 0.0 0.000
H 2.956 -2.111 -2.739 0.0 0.0 0.0 0.000
H 0.253 2.039 -3.973 0.0 0.0 0.0 0.000
C -1.151 3.101 3.066 0.0 0.0 0.0 -0.001
N -2.154 0.254 -0.442 0.0 0.0 0.0 0.040
C 0.369 -1.094 -5.240 0.0 0.0 0.0 0.000
H 3.269 3.877 0.633 0.0 0.0 0.0 0.000
C 0.383 -1.808 -4.049 0.0 0.0 0.0 0.002
Si 0.385 -2.082 -1.133 0.0 0.0 0.0 0.028
C -0.942 1.801 2.652 0.0 0.0 0.0 0.006
H 5.965 -2.800 0.220 0.0 0.0 0.0 0.000
C -1.955 -5.276 -2.560 0.0 0.0 0.0 0.000
H 3.822 3.469 2.269 0.0 0.0 0.0 0.000
C -0.680 5.518 4.859 0.0 0.0 0.0 0.000
C -1.910 1.550 -0.619 0.0 0.0 0.0 0.006
H -2.099 3.357 3.523 0.0 0.0 0.0 0.000
C -4.382 -2.519 -1.678 0.0 0.0 0.0 0.004
H 2.026 2.163 -0.754 0.0 0.0 0.0 0.000
H 1.825 0.504 -0.145 0.0 0.0 0.0 0.000
H 4.221 -2.862 1.976 0.0 0.0 0.0 0.000
C -0.252 -3.833 -1.569 0.0 0.0 0.0 0.007
C 1.275 2.313 1.903 0.0 0.0 0.0 0.006
H -1.346 -5.630 2.383 0.0 0.0 0.0 0.001
C -1.601 6.071 2.599 0.0 0.0 0.0 0.000
H -2.837 -4.233 -0.371 0.0 0.0 0.0 0.001
H 4.566 2.704 0.865 0.0 0.0 0.0 0.000
C 2.611 -2.532 0.597 0.0 0.0 0.0 0.002
H -4.566 -3.509 -1.267 0.0 0.0 0.0 0.000
C -3.328 -1.775 -0.921 0.0 0.0 0.0 0.021
C 4.923 -2.672 -0.044 0.0 0.0 0.0 0.001
H -2.328 3.358 -1.682 0.0 0.0 0.0 0.000
C 0.289 0.231 -2.818 0.0 0.0 0.0 0.003
H -0.858 6.542 5.196 0.0 0.0 0.0 0.000
H 0.089 -7.071 -0.549 0.0 0.0 0.0 0.000
C 0.280 0.955 -4.002 0.0 0.0 0.0 0.000
H 0.166 5.113 5.417 0.0 0.0 0.0 0.000
H 0.283 0.767 -1.877 0.0 0.0 0.0 0.001
C -1.929 -3.960 1.446 0.0 0.0 0.0 0.012
H 1.114 -4.856 -0.266 0.0 0.0 0.0 0.000
H -2.801 -5.395 -3.228 0.0 0.0 0.0 0.000
H 0.442 -2.890 -4.091 0.0 0.0 0.0 0.000
H -1.744 -3.191 -2.979 0.0 0.0 0.0 0.000
H 5.319 -2.416 -2.138 0.0 0.0 0.0 0.000
C 0.239 1.349 2.035 0.0 0.0 0.0 0.007
H -2.504 5.489 2.786 0.0 0.0 0.0 0.000
H 2.583 -0.057 2.273 0.0 0.0 0.0 0.000
H 1.698 6.051 3.618 0.0 0.0 0.0 0.000
C 3.945 -2.712 0.939 0.0 0.0 0.0 0.000
C 2.461 1.386 -0.118 0.0 0.0 0.0 0.000
N -2.579 -2.248 0.003 0.1 0.0 0.0 0.030
C 3.620 3.065 1.274 0.0 0.0 0.0 0.000
C 4.559 -2.456 -1.367 0.0 0.0 0.0 0.000
H -2.246 -5.917 0.949 0.0 0.0 0.0 0.001
H -1.561 4.924 5.108 0.0 0.0 0.0 0.000
C -0.154 4.051 2.899 0.0 0.0 0.0 0.005
C -1.352 -4.032 -2.415 0.0 0.0 0.0 0.003
N -1.984 -5.282 1.688 0.0 0.0 0.0 0.007
H -1.417 6.073 1.523 0.0 0.0 0.0 0.000
H 1.053 6.428 2.013 0.0 0.0 0.0 0.000
C 0.334 -1.167 -2.807 0.0 0.0 0.0 0.007
H 0.590 7.407 3.407 0.0 0.0 0.0 0.000
H -4.008 2.242 -3.165 0.0 0.0 0.0 0.000
C 3.247 0.799 2.195 0.0 0.0 0.0 0.000
H -1.904 -7.353 -1.997 0.0 0.0 0.0 0.000
H -1.161 1.989 0.030 0.0 0.0 0.0 0.000
C -0.394 5.492 3.351 0.0 0.0 0.0 0.001
C 2.221 -2.326 -0.729 0.0 0.0 0.0 0.006
S -1.105 -2.900 2.433 0.0 0.0 0.0 0.035
C -3.761 0.342 -2.203 0.0 0.0 0.0 0.003
H 1.837 4.335 2.206 0.0 0.0 0.0 0.000
H -4.105 -2.629 -2.728 0.0 0.0 0.0 0.002
H -1.791 7.099 2.918 0.0 0.0 0.0 0.000
C -2.562 2.308 -1.578 0.0 0.0 0.0 0.004
H -4.485 -0.167 -2.823 0.0 0.0 0.0 0.000
H 4.191 0.462 1.758 0.0 0.0 0.0 0.000
H 3.433 1.113 -0.537 0.0 0.0 0.0 0.000

***

91
Properties=species:S:1:pos:R:3:forces:R:3:lowdin_spin:R:1 method="wB97M-V/def2-TZVPD" multiplicity=6 de_lowest_kj_mol=0.0 s_squared=8.760
H 3.075 0.355 6.235 -0.1 -0.1 0.0 0.000
C -0.819 3.129 6.573 0.1 0.0 -0.1 0.001
H -2.984 1.002 -4.405 0.1 -0.1 0.1 0.001
H -0.815 -2.584 2.507 0.0 0.0 0.1 0.000
H -1.715 -4.820 1.789 0.0 0.0 0.0 0.000
C -1.910 1.094 -2.462 -0.2 0.1 0.0 0.029
H 3.555 -5.154 -0.522 -0.1 0.1 0.1 0.000
H -2.028 -4.178 0.173 0.0 0.0 0.1 0.000
C 2.975 3.261 -1.863 0.1 0.0 0.0 0.006
H 5.300 -1.535 1.390 0.0 0.0 0.0 0.001
C 2.048 -3.673 -0.874 0.1 0.2 -0.1 0.007
H 4.020 3.274 -2.149 0.0 0.1 0.0 0.002
H 3.024 -4.381 -2.614 0.0 0.0 0.0 0.000
H 2.618 -1.104 2.795 -0.1 0.0 0.2 0.000
C -0.669 1.504 3.151 0.0 -0.1 -0.4 0.013
H -0.492 1.655 8.149 0.0 0.1 0.0 0.000
C 0.971 -2.977 -0.294 0.0 0.0 -0.4 0.005
C 4.728 1.323 -0.338 0.2 0.0 0.0 0.003
C -1.782 -0.744 -3.730 0.0 0.0 -0.1 0.023
C 0.288 3.193 -1.203 0.1 0.1 0.0 0.042
H -0.523 5.236 7.058 0.0 -0.1 -0.1 0.000
C -0.189 2.675 7.891 0.0 0.0 0.0 0.000
N -1.132 0.245 -1.779 0.1 0.0 0.2 0.106
C 2.471 2.221 -1.082 0.1 0.0 0.1 0.041
C -2.340 3.185 6.766 -0.1 -0.1 0.0 0.000
H 0.261 -2.043 5.575 0.0 0.0 0.0 0.000
H -1.169 -1.948 0.930 -0.1 0.3 -0.2 0.003
H 6.518 0.442 0.450 -0.1 0.0 0.0 0.000
C 0.321 0.508 3.199 0.0 0.0 0.1 0.013
C 5.445 0.343 0.329 0.1 0.1 -0.1 0.001
C -0.319 -1.986 -2.048 -0.1 -0.1 0.1 0.017
H 3.303 -1.400 6.322 0.0 0.0 0.0 0.000
H -2.174 2.067 -2.061 0.1 -0.2 -0.1 0.001
H 0.950 1.026 6.491 -0.1 0.0 -0.1 0.000
O 0.650 -0.191 2.119 -0.2 0.2 0.0 0.180
H -2.739 2.182 6.946 0.0 0.1 0.0 0.000
C -0.871 -2.843 1.452 0.0 -0.4 0.1 0.005
N 0.366 -1.860 -0.958 0.2 -0.2 0.4 0.090
C 3.415 -0.823 0.670 -0.1 0.0 -0.4 0.012
H 0.687 -2.371 3.883 0.1 0.0 0.1 0.000
Br -1.565 1.681 1.482 -0.4 0.1 -0.1 0.110
H -0.518 3.338 8.696 0.0 0.0 0.0 0.000
C 2.712 -4.616 -0.092 0.0 0.0 -0.1 0.000
C 1.092 -2.129 4.870 0.0 0.0 -0.1 0.001
H -1.875 -1.480 -4.520 0.0 0.1 0.1 0.002
H 5.225 2.201 -0.723 0.0 0.0 0.0 0.001
C 1.112 2.157 -0.774 -0.2 -0.2 0.1 0.217
C 2.136 4.273 -2.299 0.0 0.0 0.0 0.009
H -2.849 3.600 5.891 0.0 0.0 0.1 0.000
H 1.610 -3.426 -2.967 0.0 -0.1 0.0 0.000
C 4.780 -0.752 0.854 0.1 -0.1 -0.1 0.004
C 2.484 -3.480 -2.321 0.0 0.1 0.2 0.001
H -0.765 3.193 -0.947 0.0 0.0 0.0 0.004
C -1.035 -0.890 -2.555 -0.2 0.1 -0.1 0.006
C 1.889 -0.815 4.814 -0.1 0.1 0.1 0.001
C 3.363 -2.262 -2.618 0.0 -0.1 0.1 0.000
H 0.797 -4.561 2.696 0.0 0.0 -0.1 0.000
C 1.165 -4.287 1.710 0.1 0.0 0.0 -0.001
C 2.302 -4.899 1.204 0.0 0.0 0.0 0.007
Ru 0.348 0.212 0.022 0.3 0.2 0.2 3.864
H 0.788 4.513 6.102 -0.1 0.0 0.0 0.000
C 3.018 -0.954 3.787 0.0 0.1 0.2 0.001
C -2.337 0.532 -3.676 0.0 0.0 0.0 0.007
C 0.792 4.250 -1.949 0.0 0.0 0.0 0.006
H 2.820 -1.338 -2.438 0.0 0.1 0.1 0.000
H 3.650 -1.812 4.048 -0.1 0.1 0.0 0.000
H 0.134 5.050 -2.270 0.0 0.0 0.0 0.001
H 1.850 -0.679 7.008 0.1 0.0 -0.1 0.000
C -1.953 -3.911 1.233 0.1 0.0 0.0 0.001
H 2.844 -1.663 1.048 0.0 0.0 -0.2 0.001
H 3.678 -2.270 -3.665 0.0 0.0 0.1 0.000
C 2.560 -0.610 6.179 0.0 -0.1 0.0 0.000
H 2.533 5.083 -2.898 0.0 0.0 0.0 0.001
H -0.403 -2.955 -2.539 0.0 0.0 0.0 0.003
H -2.590 3.816 7.626 0.0 0.0 -0.1 0.000
C -1.060 2.333 4.180 -0.1 0.1 -0.1 0.002
C -0.296 4.536 6.244 0.0 0.0 0.0 0.000
H 2.839 -5.632 1.799 -0.1 0.1 -0.1 0.000
H -1.827 3.082 4.001 0.1 -0.1 0.0 0.001
C 0.472 -3.338 0.965 -0.1 0.1 0.0 0.007
H -0.747 4.919 5.324 0.0 0.0 0.1 0.000
H 3.644 -0.054 3.779 0.0 -0.1 0.0 0.000
N 2.728 0.116 0.016 -0.1 -0.4 0.2 0.110
C -0.461 2.184 5.418 0.1 0.0 0.1 0.007
C 3.351 1.190 -0.478 -0.1 0.1 -0.1 0.014
H 4.257 -2.264 -1.994 0.0 0.0 0.0 0.000
H -2.929 -3.552 1.567 0.0 0.0 0.0 0.000
H 1.738 -2.957 5.190 -0.1 0.1 -0.1 0.000
C 0.900 0.327 4.488 0.1 -0.1 0.0 0.010
H 0.903 2.716 7.853 -0.1 0.0 0.0 0.000
C 0.488 1.169 5.525 0.1 0.0 0.0 0.000

***

The records above give, respectively, energy values of -2966.80192; -6490.04145; -4459.57337 a.u..